Entry 1:
12
Properties=species:S:1:pos:R:3:lowdin_charge:R:1 method="wB97M-V/def2-TZVPD" de_lowest_kcal_mol=100.29 charge=0 homo_energy_ev=-10.1905 orbital_gap_ev=9.4857 lumo_ha=-0.0259
C 0.808 -0.990 0.468 -0.078
C -0.528 0.351 -0.856 -0.425
O -2.691 0.192 0.437 -0.249
O -0.474 -0.664 0.036 -0.275
F -0.942 2.853 0.953 -0.606
P -2.118 1.259 -0.513 1.117
H 1.102 -0.388 1.344 0.112
H 1.515 -0.852 -0.315 0.083
H 0.844 -2.007 0.810 0.089
H -0.685 -0.037 -1.939 0.129
H 0.229 1.093 -0.630 0.091
H -2.137 -0.473 0.711 0.012

=====

Entry 2:
10
Properties=species:S:1:pos:R:3:lowdin_charge:R:1 method="wB97M-V/def2-TZVPD" de_lowest_kcal_mol=117.44 charge=0 homo_energy_ev="-8.2042 / -8.5375" orbital_gap_ev="8.6787 / 8.4704" lumo_ha="0.0174 / -0.0025"
C -1.725 0.760 -0.043 -0.024
C 0.486 -0.895 -0.122 -0.404
F -2.892 -0.024 0.065 -0.092
P 1.445 0.558 -0.002 0.662
H -1.369 1.053 -1.013 0.037
H -1.164 1.029 0.813 0.005
H 0.106 -1.361 0.751 -0.010
H 0.239 -1.441 -1.011 0.001
H 2.732 0.149 -0.673 -0.084
H 2.142 0.173 1.236 -0.089

=====

Entry 3:
11
Properties=species:S:1:pos:R:3:lowdin_charge:R:1 method="wB97M-V/def2-TZVPD" de_lowest_kcal_mol=71.27 charge=0 homo_energy_ev="-8.5394 / -7.8033" orbital_gap_ev="7.8627 / 7.9701" lumo_ha="-0.0249 / 0.0061"
C -2.246 -1.302 -1.052 0.014
C 2.049 1.019 1.019 -0.467
F 0.354 1.492 -1.398 -0.482
P -0.761 1.322 -0.200 0.567
S 0.406 0.222 1.154 0.384
H -2.872 -1.364 -0.188 -0.026
H -1.322 -1.842 -1.068 -0.027
H -2.653 -0.942 -1.971 -0.028
H 2.653 0.465 0.309 0.026
H 2.493 0.978 2.010 0.022
H 1.936 2.052 0.703 0.018

=====

Entry 4:
11
Properties=species:S:1:pos:R:3:lowdin_charge:R:1 method="wB97M-V/def2-TZVPD" de_lowest_kcal_mol=26.38 charge=+1 homo_energy_ev=-14.3102 orbital_gap_ev=9.5194 lumo_ha=-0.1761
C 1.054 -0.741 0.041 -0.263
C -0.935 0.653 -0.117 -0.014
N 2.280 -1.143 -0.007 -0.418
N 0.549 0.514 0.201 0.005
I 3.759 0.199 0.047 1.071
H 0.203 -1.416 0.203 0.171
H -1.080 1.724 -0.584 0.147
H -1.503 0.624 0.773 0.073
H -1.401 -0.072 -0.657 0.050
H 2.416 -2.038 -0.392 0.083
H 1.189 1.317 0.328 0.095

=====

Entry 5:
12
Properties=species:S:1:pos:R:3:lowdin_charge:R:1 method="wB97M-V/def2-TZVPD" de_lowest_kcal_mol=90.53 charge=+1 homo_energy_ev=-14.1945 orbital_gap_ev=9.2537 lumo_ha=-0.1816
C -0.444 -0.190 0.104 -0.267
C 1.470 -1.385 -0.202 -0.455
N -1.632 -0.492 0.432 0.180
N -0.018 0.974 -0.059 -0.063
O -0.964 2.040 0.168 0.016
I 3.011 -0.087 0.125 1.078
H 1.345 -2.019 0.687 0.022
H 1.319 -1.498 -1.264 0.010
H -1.983 -1.455 0.287 0.156
H -2.321 0.293 0.407 0.155
H 1.135 1.126 -0.124 0.033
H -0.919 2.693 -0.559 0.136

=====

Entry 6:
12
Properties=species:S:1:pos:R:3:lowdin_charge:R:1 method="wB97M-V/def2-TZVPD" de_lowest_kcal_mol=5.59 smiles="CC[S@@](=N)(=O)I" charge=0 homo_energy_ev=-9.4696 orbital_gap_ev=8.3779 lumo_ha=-0.0401
C -0.408 -1.266 -1.010 -0.134
C -0.644 0.217 -0.523 -0.352
S 0.437 0.537 0.869 0.304
N 0.175 2.044 1.326 -0.252
O 0.248 -0.503 1.899 -0.428
I 2.741 0.272 -0.072 0.514
H -0.953 -1.414 -1.959 0.090
H 0.667 -1.428 -0.982 -0.004
H -0.759 -2.013 -0.406 0.034
H -1.633 0.468 -0.011 0.118
H -0.402 0.926 -1.387 0.119
H 0.530 2.160 2.256 -0.010